## i
A cluster of 2 separate species, C5H11O in total. Source: the OMol25 dataset; level of theory: the ωB97M-V functional and the def2-TZVPD basis.

Last column: natural (NBO) charge in e.
Element x y z (Å)
O: 2.1577 -0.0044 0.5063  -0.498
C: 2.7558 -1.0080 0.3623  0.320
C: -1.0856 -0.3517 0.5199  -0.515
C: 0.0656 0.3496 -0.2270  0.389
C: 0.3213 1.7472 -0.1916  -0.796
C: -2.2625 -0.6690 -0.4587  -0.568
H: -2.6271 0.1767 -1.0131  0.223
H: -0.6425 2.3716 -0.1690  0.305
H: 3.8803 -0.8653 0.3274  0.172
H: 1.0904 2.2513 -0.8346  0.284
H: -1.5341 0.2158 1.3204  0.253
H: -1.9550 -1.4003 -1.0927  0.215
H: 0.6537 1.9303 0.8179  0.324
H: -3.0849 -1.0510 -0.0151  0.245
H: 2.2491 -1.9936 0.3817  0.148
H: 0.6562 -0.3414 -1.0124  0.242
H: -0.6385 -1.3578 0.7785  0.258

Summary:
Charge: +1
Frontier orbital gap: 9.6 eV
2S+1: 1

## ii
A cluster of 2 separate species, C5H11O in total. Source: the OMol25 dataset; level of theory: the ωB97M-V functional and the def2-TZVPD basis.

Last column: natural (NBO) charge in e.
Element x y z (Å)
O: 0.2326 0.4351 0.2326  -0.536
C: 2.4002 -0.9233 0.2818  -0.629
C: -2.0596 0.1839 -0.5391  0.233
C: 1.4831 0.1188 -0.4985  0.065
C: 1.2915 1.4584 0.0184  -0.101
C: -2.5051 -0.6026 0.5587  -0.797
H: -2.4353 1.2579 -0.8915  0.254
H: 1.7545 -1.8595 0.3620  0.228
H: -3.5448 -0.3375 0.7975  0.311
H: -2.2381 -1.5964 0.3892  0.271
H: 0.8997 2.3140 -0.6173  0.207
H: 1.3857 -0.0282 -1.6128  0.215
H: -1.9868 -0.4329 1.6280  0.377
H: 2.5570 -0.5911 1.3478  0.236
H: -1.5128 -0.3268 -1.2768  0.202
H: 3.2765 -1.0436 -0.3550  0.243
H: 1.6324 1.8362 0.9806  0.221

Summary:
Charge: +1
Frontier orbital gap: 8.4 eV
2S+1: 1

Tell me which of them is the most stable. Sure, it is i.

## i
An isolated molecule of C4H9NOS. Source: the OMol25 dataset; level of theory: the ωB97M-V functional and the def2-TZVPD basis.

Last column: natural (NBO) charge in e.
Element x y z (Å)
S: 0.7933 -2.4639 -0.7872  -0.043
O: -1.9696 0.7360 0.6487  -0.624
N: -0.1675 1.9596 1.1407  -0.618
C: 1.2366 2.3459 1.0288  -0.421
C: -0.5515 -1.2356 -0.7165  -0.509
C: -0.7891 0.9657 0.4264  0.682
C: -0.0150 0.2161 -0.6300  -0.517
H: -0.7026 2.6216 1.6686  0.404
H: -0.2111 0.7564 -1.5513  0.241
H: 1.8887 1.7387 1.6574  0.199
H: 1.7385 -1.7216 -1.3795  0.112
H: 1.2861 3.4069 1.2884  0.209
H: -1.1143 -1.3065 -1.6449  0.214
H: -1.2642 -1.4800 0.0562  0.254
H: 1.6081 2.3577 0.0040  0.197
H: 1.0562 0.2477 -0.4606  0.221

Summary:
Charge: 0
Structure (SMILES): CNC(=O)CCS
Frontier orbital gap: 9.8 eV
2S+1: 1

## ii
A cluster of 2 separate species, C4H9NOS in total. Source: the OMol25 dataset; level of theory: the ωB97M-V functional and the def2-TZVPD basis.

Last column: natural (NBO) charge in e.
Element x y z (Å)
S: -2.5672 0.7105 -1.1595  0.745
O: -3.6566 1.5795 -1.2115  -0.736
N: -0.1680 -0.1927 1.0799  -0.432
C: 0.3121 -0.3305 -0.0840  0.308
C: 1.0697 0.4665 -1.0583  -0.701
C: -0.1231 -1.6795 -0.6349  -0.683
C: 0.3929 0.7669 1.9926  -0.449
H: 1.7058 1.0470 -0.4590  0.219
H: -0.5448 -2.0746 0.3434  0.248
H: 1.7883 -0.1464 -1.5094  0.228
H: 0.6747 -2.2185 -1.0582  0.209
H: 1.0147 1.5225 1.5626  0.177
H: 1.1265 0.1914 2.5953  0.202
H: -0.3869 1.0258 2.6800  0.212
H: 0.3612 1.0380 -1.7612  0.244
H: -0.9994 -1.7057 -1.3177  0.210

Summary:
Charge: 0
Structure (SMILES): CN=C(C)C.O=S
Frontier orbital gap (alpha / beta): 7.7 / 7.6 eV
2S+1: 1

Tell me which of them is the most stable. Sure, it is i.

## i
A cluster of 2 separate species, C4H9NOS in total. Source: the OMol25 dataset; level of theory: the ωB97M-V functional and the def2-TZVPD basis.

Last column: natural (NBO) charge in e.
Element x y z (Å)
S: -1.2650 -0.0281 0.1115  1.405
O: -0.7599 0.4870 -1.1974  -0.924
N: -2.0989 -1.5446 -0.3867  -1.034
C: 1.9257 -0.3234 0.6996  -0.137
C: 2.2927 -0.3971 -0.6625  -0.442
C: 2.0302 0.9502 0.0307  -0.468
C: -2.4743 0.9623 0.7658  -0.638
H: -2.7997 -1.8419 0.2837  0.375
H: -1.7317 -2.2964 -0.8622  0.392
H: 2.8977 1.5046 0.1264  0.205
H: 3.1799 -0.5720 -1.0639  0.214
H: 1.2537 -0.5059 1.4905  0.199
H: -2.6547 1.7643 0.1884  0.207
H: -2.4450 1.0845 1.8369  0.212
H: 1.1769 1.4842 -0.1028  0.214
H: 1.4725 -0.7279 -1.2579  0.220

Summary:
Charge: 0
Frontier orbital gap (alpha / beta): 5.6 / 9.7 eV
2S+1: 1

## ii
An isolated molecule of C4H9NOS. Source: the OMol25 dataset; level of theory: the ωB97M-V functional and the def2-TZVPD basis.

Last column: natural (NBO) charge in e.
Element x y z (Å)
S: 1.3747 0.9440 -1.1652  0.188
O: -0.2912 -0.5900 -2.4968  -0.549
N: -1.5567 0.4608 1.7091  -0.823
C: 0.6640 0.1189 -2.5635  0.242
C: 0.7081 -1.2282 0.4853  -0.637
C: -0.9181 0.8298 0.4209  -0.237
C: 0.5156 0.2871 0.3192  -0.330
H: 1.7291 -1.4530 0.2485  0.224
H: 1.1582 0.3293 -3.5519  0.148
H: -1.1001 0.9132 2.4703  0.350
H: 1.0627 0.7908 1.1633  0.220
H: -1.5053 -0.5259 1.8484  0.351
H: -0.8122 1.9537 0.3804  0.198
H: -1.5347 0.4832 -0.4302  0.214
H: 0.0907 -1.7790 -0.2984  0.230
H: 0.4148 -1.5348 1.4605  0.211

Summary:
Charge: 0
Structure (SMILES): C[C@H](CN)SC=O
Frontier orbital gap: 10.0 eV
2S+1: 1

Tell me which of them is the most stable. Sure, it is ii.

## i
An isolated molecule of C4H9NOS. Source: the OMol25 dataset; level of theory: the ωB97M-V functional and the def2-TZVPD basis.

Last column: natural (NBO) charge in e.
Element x y z (Å)
S: 0.7835 -1.0347 1.5406  -0.042
O: 1.4193 2.2966 -1.1791  -0.593
N: -0.5132 1.3620 -0.4067  -0.642
C: -1.4731 0.3571 -0.8317  -0.210
C: 0.8071 1.3369 -0.7609  0.522
C: -0.7431 -1.5891 0.6899  -0.512
C: -1.0175 -1.1011 -0.7357  -0.420
H: -1.9108 -1.6385 -1.0555  0.221
H: -0.6356 -2.6720 0.6622  0.221
H: -1.6293 -1.4216 1.3039  0.206
H: -0.8055 2.3323 -0.4280  0.396
H: -2.4037 0.4530 -0.2791  0.203
H: -1.6657 0.5208 -1.9017  0.187
H: -0.2202 -1.4017 -1.4163  0.216
H: 1.0153 -2.2492 2.0399  0.122
H: 1.3270 0.3710 -0.6984  0.126

Summary:
Charge: 0
Structure (SMILES): O=CNCCCS
Frontier orbital gap: 9.9 eV
2S+1: 1

## ii
A cluster of 2 separate species, C4H9NOS in total. Source: the OMol25 dataset; level of theory: the ωB97M-V functional and the def2-TZVPD basis.

Last column: natural (NBO) charge in e.
Element x y z (Å)
S: 2.8137 -0.3204 -0.2354  0.488
O: 1.9886 0.9307 -0.9305  -0.864
N: -0.2415 -0.7870 -0.7058  -0.373
C: 2.1396 -0.2936 1.4540  -0.773
C: -1.5632 -1.4714 -0.5148  -0.312
C: -1.7414 1.3103 -0.4237  -0.682
C: -1.2476 -0.0534 -0.5358  0.275
H: -2.2577 1.4306 0.5288  0.248
H: 2.4709 -1.2110 1.9270  0.225
H: -1.7157 -1.9848 0.4253  0.180
H: -2.4619 1.5049 -1.2206  0.248
H: 1.0569 -0.2743 1.3967  0.217
H: -0.9215 2.0264 -0.4898  0.242
H: -2.0011 -1.9446 -1.3840  0.181
H: 1.1689 0.5672 -1.2905  0.487
H: 2.5131 0.5703 1.9992  0.212

Summary:
Charge: 0
Structure (SMILES): CC1=NC1.CSO
Frontier orbital gap: 8.9 eV
2S+1: 1

Tell me which of them is the most stable. Sure, it is i.